Here is a cluster of 2 separate species, C5H14S in total in a non-equilibrium geometry from the OMol25 dataset. Energies are from the ωB97M-V functional and the def2-TZVPD basis.

```
20
Properties=species:S:1:pos:R:3:forces:R:3:lowdin_charge:R:1
S -1.1359 -0.3070 -2.7129 -0.886 -0.303 0.150 0.7695
C -0.2325 -1.8534 -2.3757 0.603 -0.157 -0.327 -0.5558
C 0.1939 -2.1066 -0.9184 -0.103 0.942 -0.959 -0.1361
C -0.4082 1.5195 2.8268 0.918 -0.820 0.093 -0.1619
C -0.3975 0.9793 -1.6704 -0.602 -0.463 -0.179 -0.4143
C 0.9031 1.1450 2.0874 -1.439 0.245 0.042 -0.1605
H 0.6011 -1.8447 -3.0819 0.384 0.055 0.456 0.0525
H 1.6730 0.8249 2.7840 0.111 0.059 -0.087 0.0611
H -0.5050 -2.7498 -0.3954 0.220 -0.241 0.060 0.0741
H -0.2835 2.3634 3.4998 -0.210 0.108 -0.049 0.0579
H 1.2279 -2.4254 -0.9324 0.039 -0.613 0.353 0.0714
H -0.3134 0.6921 -0.6273 0.492 -0.196 -0.038 -0.0047
H -1.2273 1.6484 2.1256 -0.036 0.376 -0.032 0.0553
H -0.8057 -2.7024 -2.7529 -0.552 0.350 0.083 0.0623
H -0.6452 0.6250 3.4031 -0.314 0.196 0.342 0.0592
H 0.5767 0.3042 1.4704 0.707 -0.033 -0.216 0.0354
H 1.2330 1.9733 1.4635 0.273 -0.144 -0.076 0.0606
H 0.2070 -1.1453 -0.4232 0.015 0.038 0.410 0.0118
H -1.1740 1.7409 -1.6226 0.176 0.282 -0.444 0.0286
H 0.5125 1.3188 -2.1476 0.206 0.318 0.418 0.0336
```
Positions in Å, forces in eV/Å.

The total charge is 0. As for the HOMO energy: -8.38 eV. The spin multiplicity is 1. Its LUMO energy is 0.9 eV. The orbital gap is 9.32 eV. The SMILES is CCSC.CC. The maximum force comes out at 1.5 eV Å⁻¹. The electronic energy is -16246.660 eV. The energy above the lowest of the compared OMol25 structures with the same formula, charge and spin comes out at 14.8 kcal per mole.


Here is a structure of composition C8H24BaO16S2 in a non-equilibrium geometry from the OMol25 dataset. Energies are from the ωB97M-V functional and the def2-TZVPD basis.

```
51
Properties=species:S:1:pos:R:3:forces:R:3:lowdin_charge:R:1
Ba 7.6194 -18.0657 19.2326 0.183 -1.512 -1.498 1.5107
S 5.4697 -20.2113 15.3174 0.764 -3.375 -1.003 0.0670
S 10.9650 -21.5189 16.9272 -2.270 -0.932 -2.029 0.0573
O 8.8432 -16.1368 22.5074 -1.008 -0.953 -0.256 -0.0926
O 8.7260 -20.6276 21.8116 -1.227 -0.212 -0.076 -0.1199
O 5.5788 -21.4664 16.0363 -2.052 -2.439 3.379 -0.4266
O 5.8220 -16.5402 22.1463 0.167 0.545 -0.921 -0.1015
O 11.6254 -22.3040 17.9477 1.825 -0.314 1.398 -0.4526
O 6.3059 -21.3377 20.4895 -0.757 1.729 -0.628 -0.0778
O 10.5758 -22.3363 15.7778 1.784 -1.379 -1.740 -0.4060
O 7.3944 -14.3149 18.1728 0.111 -0.374 0.126 -0.1103
O 4.2569 -20.1962 14.4920 -0.770 1.230 -0.023 -0.4500
O 11.6255 -17.1516 19.1343 -1.353 -0.768 -0.482 -0.0655
O 9.6060 -21.1896 17.3400 -3.226 2.259 3.263 -0.4391
O 11.6089 -20.2793 16.5170 2.060 1.373 0.207 -0.4633
O 8.7122 -15.8500 16.0786 0.635 -0.507 1.393 -0.0579
O 5.5685 -19.1010 16.2662 -0.011 2.757 1.541 -0.5117
O 12.1118 -14.5010 20.4588 -0.724 -0.601 1.544 -0.0882
O 6.6687 -20.4256 14.5368 1.994 2.649 -2.767 -0.3841
C 8.2120 -14.5750 15.8536 -1.026 0.912 -0.025 -0.2660
C 12.9428 -15.2674 19.6061 0.805 0.994 -1.556 -0.2453
C 6.5189 -16.3937 23.3571 1.034 -0.734 0.500 -0.2591
C 6.6035 -22.0307 21.6375 2.172 0.160 1.069 -0.2639
C 7.7816 -15.5352 23.2749 0.832 0.584 -0.400 -0.2279
C 12.8062 -16.7957 19.7318 0.586 1.576 1.050 -0.2593
C 8.1322 -13.6844 17.1207 0.492 -1.312 -0.021 -0.2220
C 8.1657 -21.9673 21.8239 -0.148 -0.666 -0.655 -0.2041
H 4.9170 -16.8073 22.3230 -0.091 -0.077 0.001 0.0842
H 6.0428 -21.8578 19.7267 0.140 -0.344 -0.119 0.1192
H 13.9554 -14.8724 19.6889 0.489 -0.470 0.342 0.1042
H 7.6149 -14.5371 22.8699 -0.545 0.038 -0.131 0.1136
H 12.8262 -17.0111 20.8001 -0.259 -0.263 0.252 0.1143
H 6.7091 -13.7162 18.4789 -0.018 -0.098 -0.043 0.0709
H 8.9048 -14.0728 15.1785 -0.337 0.480 -0.378 0.1158
H 7.2089 -14.7131 15.4501 -0.152 0.520 -0.408 0.1238
H 8.9086 -16.2577 15.2320 -0.090 -0.346 -0.006 0.1116
H 7.6931 -12.6948 16.9942 0.250 -0.035 -0.773 0.1152
H 6.8424 -17.3907 23.6562 0.237 -0.169 0.268 0.1180
H 5.8658 -16.0488 24.1587 0.048 0.445 -0.006 0.1172
H 6.2373 -23.0558 21.5809 0.369 -0.185 0.200 0.1219
H 8.5370 -22.4270 22.7399 -0.454 -0.362 0.172 0.1057
H 6.2108 -21.5743 22.5461 -0.738 0.363 -0.185 0.1013
H 9.6634 -20.7305 21.9914 0.093 -0.010 -0.257 0.0807
H 12.0536 -13.5878 20.1685 0.178 -0.225 -0.264 0.0755
H 9.5708 -15.5322 22.3443 -0.086 0.286 0.068 0.0792
H 9.1776 -13.5980 17.4169 0.070 0.294 0.483 0.1056
H 13.5863 -17.4088 19.2805 0.636 0.687 0.060 0.1336
H 8.2029 -15.3703 24.2666 -0.456 -0.181 0.447 0.1112
H 11.9205 -17.6325 18.3576 -0.866 -0.584 -0.472 0.0997
H 12.6303 -14.9479 18.6120 0.140 -0.649 -0.533 0.1117
H 8.5185 -22.5470 20.9710 0.571 0.193 -0.104 0.1253
```
Positions in Å, forces in eV/Å.

The total charge is -2. As for the HOMO energy: 0.76 eV. The spin multiplicity is 1. Its LUMO energy is 2.6 eV. The orbital gap is 1.83 eV. The maximum force comes out at 5.1 eV Å⁻¹. The electronic energy is -63800.962 eV. The energy above the lowest of the compared OMol25 structures with the same formula, charge and spin comes out at 208.0 kcal per mole.


Here is a structure of composition C4H6N2O from the OMol25 dataset. Energies are from the ωB97M-V functional and the def2-TZVPD basis.

```
13
Properties=species:S:1:pos:R:3:forces:R:3:lowdin_charge:R:1
O -1.1498 -2.5471 -0.3318 0.008 0.169 -0.199 0.1252
N -0.8686 -0.1313 -0.2775 -0.538 0.129 -0.346 -0.1017
N -1.6503 0.3378 0.7918 0.112 -0.238 0.159 0.0602
C -0.5055 -1.5653 -0.5215 -0.410 0.168 0.576 -0.3957
C 0.5348 0.1088 -0.3262 0.053 -0.727 0.056 -0.2611
C 1.2040 1.3577 0.0626 0.012 0.038 -0.123 -0.0139
C 0.8759 -1.1349 -0.7540 0.289 0.437 0.000 0.0589
H 0.8181 2.1753 -0.5456 -0.006 0.090 -0.008 0.0918
H 2.2802 1.2757 -0.0644 0.008 0.025 0.003 0.0837
H -2.6087 0.4434 0.4720 0.260 -0.052 0.025 0.0834
H -1.6423 -0.3157 1.5759 -0.016 0.041 -0.135 0.0877
H 0.9732 1.5906 1.1022 -0.023 0.000 0.008 0.0862
H 1.7391 -1.5950 -1.1834 0.250 -0.078 -0.017 0.0953
```
Positions in Å, forces in eV/Å.

The total charge is 0. As for the HOMO energy: -8.79 eV. The spin multiplicity is 1. Its LUMO energy is 0.8 eV. The orbital gap is 9.63 eV. The maximum force comes out at 0.7 eV Å⁻¹. The electronic energy is -9270.784 eV. The energy above the lowest of the compared OMol25 structures with the same formula, charge and spin comes out at 62.7 kcal per mole.


Here is a structure of composition C4H11CrINO in a non-equilibrium geometry from the OMol25 dataset. Energies are from the ωB97M-V functional and the def2-TZVPD basis.

```
19
Properties=species:S:1:pos:R:3:forces:R:3:mulliken_spin:R:1
I 17.5866 -12.0865 13.5517 0.390 -1.609 -1.052 -0.0857
Cr 18.5016 -14.2934 11.9570 1.034 1.473 0.365 4.1342
O 20.5817 -13.6026 11.8081 0.302 1.158 -0.727 -0.0027
N 19.5674 -15.7732 10.5706 -0.351 0.342 2.235 -0.0160
C 21.5952 -14.3823 11.1366 -1.481 -0.729 -0.491 -0.0078
C 21.8766 -16.7306 10.3313 0.342 0.085 -0.459 -0.0005
C 20.9995 -15.7648 11.1235 0.873 -1.063 -1.375 -0.0356
C 21.0409 -12.2344 12.0349 -0.077 0.479 1.694 -0.0005
H 19.2026 -16.7139 10.6160 0.027 -0.451 0.443 0.0050
H 21.1498 -11.5197 11.2192 -0.160 -0.878 -0.781 -0.0013
H 21.7679 -16.6281 9.2516 -0.351 0.005 -0.066 0.0000
H 22.5504 -14.3967 11.6615 -0.171 0.245 0.214 0.0005
H 21.1198 -16.1284 12.1440 -1.330 -0.020 0.252 0.0079
H 22.9335 -16.5113 10.4825 0.052 -0.107 0.376 0.0003
H 21.6939 -17.7666 10.6164 -0.004 0.060 -0.079 -0.0001
H 21.9874 -12.3117 12.5699 0.073 0.008 -0.117 0.0004
H 21.7528 -14.0840 10.1002 -0.036 0.647 0.014 -0.0004
H 20.3302 -11.7711 12.7194 -0.008 -0.250 -0.046 -0.0042
H 19.4222 -15.5824 9.5895 0.876 0.607 -0.399 0.0066
```
Positions in Å, forces in eV/Å.

The total charge is +1. As for the HOMO energy (alpha / beta): -12.08 / -12.17 eV. The spin multiplicity is 5. Its LUMO energy (alpha / beta) is -5.6 / -4.9 eV. The orbital gap (alpha / beta) is 6.43 / 7.30 eV. The maximum force comes out at 2.3 eV Å⁻¹. The electronic energy is -44379.370 eV. The energy above the lowest of the compared OMol25 structures with the same formula, charge and spin comes out at 0.0 kcal per mole.